{
  "formula": "C43H38N4O2P2Ru",
  "method": "the ωB97M-V functional and the def2-TZVPD basis",
  "s_squared": 0.813,
  "multiplicity": 2,
  "total_charge": 1,
  "orbital_gap_ev": [5.99, 5.49],
  "lumo_ev": [-4.090, -4.609],
  "energy_ev": -76416.2661,
  "elements": ["Ru", "P", "P", "O", "O", "N", "N", "N", "N", "C", "C", "C", "C", "C", "C", "C", "C", "C", "C", "C", "C", "C", "C", "C", "C", "C", "C", "C", "C", "C", "C", "C", "C", "C", "C", "C", "C", "C", "C", "C", "C", "C", "C", "C", "C", "C", "C", "C", "C", "C", "C", "C", "H", "H", "H", "H", "H", "H", "H", "H", "H", "H", "H", "H", "H", "H", "H", "H", "H", "H", "H", "H", "H", "H", "H", "H", "H", "H", "H", "H", "H", "H", "H", "H", "H", "H", "H", "H", "H", "H"],
  "positions_angstrom": [[0.522100, -0.285500, -0.335900], [5.385900, 0.013400, 1.704100], [2.910500, -0.040200, -0.192500], [0.041900, 1.934200, -0.160200], [-0.815800, -1.874500, 0.367300], [-0.213300, -0.755800, -4.602000], [0.016700, 0.240500, 1.806600], [-0.020000, 1.513100, 2.073000], [-0.166800, -0.197800, -2.491100], [0.267900, 5.623500, 2.814100], [1.230900, -2.920700, 3.189600], [6.152200, -1.422100, 2.546000], [0.053700, 4.274600, 2.604900], [0.524800, -2.046800, 2.343200], [3.311100, -0.455600, -1.914500], [-0.572500, 0.564700, -4.534900], [3.981600, -0.999500, 0.964000], [3.835600, -1.679300, -2.320400], [0.514300, -0.655900, 2.623900], [8.210300, 0.901600, -1.822300], [0.024000, -1.184000, -3.345200], [2.885900, 0.460100, -2.883900], [0.427300, -2.558200, -2.965500], [5.999000, -2.950400, 4.400700], [1.271600, -4.273000, 2.964100], [0.300500, 6.007200, 0.441700], [-0.544500, 0.896200, -3.214000], [-0.007200, 3.782000, 1.303200], [8.172000, 1.701300, -0.691100], [7.306900, 1.391300, 0.342200], [4.054200, -1.924000, -3.664900], [7.330700, -2.035300, 2.140300], [6.489600, 0.266100, 0.268800], [4.204900, 2.408400, -0.891800], [3.478100, 1.678500, 0.044400], [5.500900, -1.875700, 3.691500], [0.406900, 6.489300, 1.738000], [0.092300, 4.660400, 0.223500], [-0.155700, -2.601100, 1.178100], [4.520100, 3.733000, -0.640600], [0.590800, -4.821300, 1.865400], [7.828600, -3.109900, 2.857600], [-0.046500, 2.342500, 1.028800], [7.164000, -3.572900, 3.980400], [-0.099100, -4.015600, 1.004300], [3.107200, 0.208600, -4.223800], [4.128400, 4.340100, 0.540900], [6.555900, -0.546200, -0.857100], [7.402800, -0.220800, -1.901800], [3.716900, -0.974500, -4.615900], [3.437600, 3.607800, 1.493900], [3.117500, 2.284800, 1.250000], [5.965100, -1.445000, -0.922900], [7.556300, -4.413000, 4.532800], [1.258900, -2.911700, -3.572600], [7.258700, 2.015100, 1.224500], [-0.407700, -3.247300, -3.090400], [7.436600, -0.850100, -2.780000], [4.483200, -2.866100, -3.970900], [2.579800, 1.716500, 1.999700], [4.605900, -1.368500, 4.027800], [3.355700, -1.281800, 1.820100], [5.070800, 4.298100, -1.378800], [0.724800, -2.554900, -1.909300], [7.860200, -1.672000, 1.271500], [1.753700, -2.498200, 4.036200], [3.909200, -1.162900, -5.661500], [0.598600, 7.538200, 1.912600], [4.069900, -2.445900, -1.595100], [1.820100, -4.919000, 3.631000], [4.330700, -1.929200, 0.509000], [4.368200, 5.378500, 0.713900], [-0.050400, 3.589700, 3.430900], [-0.770700, 1.826300, -2.728000], [4.537900, 1.946700, -1.810100], [0.615500, -5.888000, 1.702500], [2.798100, 0.933000, -4.962600], [1.010600, -0.321100, 3.535900], [-0.806200, 1.143100, -5.405500], [3.140800, 4.072600, 2.421900], [8.812600, 2.567300, -0.618400], [8.741800, -3.588100, 2.536800], [0.029100, 4.265300, -0.779800], [-0.642500, -4.424200, 0.166700], [0.322900, 6.006600, 3.822000], [2.375100, 1.365100, -2.572000], [8.873800, 1.148400, -2.637400], [5.487500, -3.301300, 5.284200], [-0.138400, -1.304600, -5.444100], [0.385000, 6.685500, -0.394700]],
  "forces_ev_per_a": [[-3.04, 2.94, 1.77], [0.11, -0.42, -0.01], [-0.52, 0.00, -0.46], [0.48, -2.14, -1.80], [0.97, 1.46, -2.06], [0.03, -0.18, 0.30], [1.91, -1.83, -2.54], [-0.20, 1.67, 1.29], [0.99, -0.79, 0.92], [-0.04, 0.11, 0.07], [-0.04, -0.01, -0.01], [-0.01, 0.22, -0.03], [-0.03, -0.10, -0.15], [-0.38, -0.69, -0.87], [-0.21, -0.11, 0.02], [-0.10, 0.46, 0.30], [-0.56, 0.20, -0.06], [-0.03, 0.21, 0.17], [-0.08, 0.53, 0.08], [0.02, 0.06, 0.00], [0.12, -0.35, -0.08], [0.08, -0.03, 0.16], [0.03, -0.06, 0.08], [-0.04, -0.09, 0.08], [0.08, 0.00, 0.02], [-0.01, 0.16, 0.03], [-0.06, 0.47, -0.41], [-0.04, 0.49, -0.13], [0.09, 0.06, -0.05], [-0.06, -0.10, 0.05], [0.00, -0.14, -0.13], [-0.11, 0.05, -0.01], [-0.15, 0.08, 0.20], [-0.03, -0.15, -0.07], [-0.58, 0.01, 0.07], [0.07, 0.03, -0.09], [0.01, -0.03, 0.02], [0.02, -0.24, 0.09], [0.93, -1.21, 2.08], [0.07, 0.04, -0.08], [0.12, 0.17, 0.24], [0.10, -0.11, 0.04], [0.44, -1.10, 1.26], [0.04, -0.04, -0.01], [-0.15, 0.58, -0.17], [-0.04, 0.05, -0.03], [-0.02, -0.10, -0.02], [0.06, 0.06, 0.11], [-0.01, -0.09, -0.15], [-0.01, -0.04, 0.04], [0.03, 0.04, 0.08], [-0.10, -0.06, -0.08], [-0.05, -0.08, 0.03], [0.04, -0.07, 0.05], [0.07, 0.01, 0.03], [0.00, 0.12, 0.02], [-0.02, -0.05, 0.07], [0.02, -0.05, -0.06], [0.06, -0.09, -0.04], [-0.05, 0.04, 0.04], [-0.10, 0.03, 0.10], [0.07, -0.07, -0.14], [0.07, 0.00, -0.04], [-0.07, -0.14, -0.27], [0.04, -0.01, -0.06], [0.03, 0.02, 0.16], [0.02, -0.03, -0.09], [-0.04, 0.07, 0.00], [0.09, -0.03, 0.05], [0.07, -0.03, 0.07], [-0.08, 0.06, -0.04], [0.00, 0.07, 0.06], [0.02, -0.05, 0.09], [0.01, 0.13, -0.02], [0.03, 0.02, -0.02], [-0.02, -0.11, -0.02], [-0.01, 0.07, -0.06], [-0.39, 0.14, 0.17], [-0.10, 0.07, -0.11], [-0.05, 0.01, 0.08], [0.04, 0.08, 0.00], [0.09, -0.04, -0.02], [0.03, 0.00, -0.04], [-0.06, -0.05, -0.13], [0.02, 0.03, 0.09], [0.08, 0.00, -0.10], [0.06, 0.02, -0.07], [-0.05, -0.02, 0.09], [-0.01, -0.01, 0.13], [0.02, 0.03, -0.06]]
}